{"formula": "C6H12N2O", "method": "the ωB97M-V functional and the def2-TZVPD basis", "symbols": ["C", "C", "C", "N", "C", "N", "H", "H", "H", "H", "H", "H", "C", "C", "O", "H", "H", "H", "H", "H", "H"], "positions_angstrom": [[1.1851, 0.4358, 3.4704], [1.1947, 0.5377, 1.9655], [0.4505, -0.2474, 1.1338], [0.7755, 0.1763, -0.2067], [1.5775, 1.3937, -0.0288], [1.9568, 1.4810, 1.3113], [0.2271, 0.4249, 3.8795], [1.6849, 1.3450, 4.0324], [1.5913, -0.5673, 3.8939], [-0.1716, -1.1241, 1.1814], [0.6493, -0.3473, -1.1164], [2.0401, 1.9113, -0.8957], [-2.8398, -0.1512, -2.6039], [-1.5180, -1.0192, -2.5907], [-1.5206, -1.9284, -1.5057], [-3.6181, -0.5348, -1.9719], [-3.3354, -0.1562, -3.5830], [-2.5317, 0.8856, -2.4827], [-1.5573, -1.7972, -3.5221], [-0.6611, -0.3481, -2.5277], [-1.5795, -1.5628, -0.6530]], "forces_ev_per_angstrom": [[2.683, 0.082, 1.489], [-0.024, -0.078, 0.859], [1.213, 0.255, -3.304], [0.956, 2.499, 1.041], [0.587, -3.663, 2.266], [-2.205, 0.214, -3.651], [-2.015, 0.149, 0.278], [-0.570, -1.922, -1.476], [-0.071, 1.732, -0.932], [0.027, 0.024, 0.679], [0.002, 1.029, 1.872], [-0.492, -0.405, 0.976], [1.295, -0.110, -1.629], [-2.420, -1.761, -1.288], [0.531, -1.483, -1.430], [0.054, 0.067, 0.912], [0.405, -0.162, -0.118], [-0.526, 0.102, 0.688], [0.669, 2.317, 1.998], [0.133, -0.195, -0.642], [-0.230, 1.307, 1.412]], "lowdin_charge": [-0.069, -0.403, -0.064, 0.020, -0.112, 0.071, 0.026, 0.112, 0.099, 0.100, 0.127, 0.106, -0.075, -0.291, -0.099, 0.063, 0.063, 0.063, 0.161, 0.069, 0.033], "e_homo_ev": -8.673, "e_lumo_ev": 0.76, "homo_lumo_gap_ev": 9.43, "charge": 0, "smiles": "Cc1c[nH]cn1.CCO", "relative_energy_ev": 2.4730}